A 7-piece molecular cluster, C26H69N3O10 overall in a non-equilibrium geometry. Source: the Open Molecules 2025 dataset; level of theory: ωB97M-V/def2-TZVPD.

Calculated values
Net charge   0
Total energy   -1948.29023 hartree
Relative energy (zero: lowest compared OMol25 entry of this formula, charge and spin)   5.7509 eV
E_LUMO   0.273 eV
SMILES   COCCNCCOC.COCCNCCOC.COCCNCCOC.CCO.CCO.CCO.CCO
Frontier orbital gap   8.1 eV

```
108
Properties=species:S:1:pos:R:3:forces:R:3:lowdin_charge:R:1
C -16.20337 7.18913 -14.27813 -0.9 0.7 -1.2 -0.081
O -15.05775 6.96396 -15.05473 0.4 -0.4 0.7 -0.240
C -13.88110 6.84233 -14.23124 0.3 -0.4 -1.7 -0.156
C -12.82315 6.41335 -15.27476 1.2 0.4 1.0 -0.144
N -11.42762 6.52815 -14.77556 -2.8 1.9 2.1 -0.071
C -10.46669 5.73659 -15.39495 -0.6 -1.0 2.2 -0.210
C -9.32222 5.87510 -14.43685 4.7 -0.1 -9.7 -0.415
O -9.50012 5.72627 -13.23960 -3.0 -1.4 11.9 -0.148
C -8.35682 5.78960 -12.37869 -1.1 1.5 0.0 -0.024
H -17.06803 7.05356 -14.92587 0.0 0.2 -0.1 0.072
H -16.27170 8.18414 -13.84719 0.2 0.2 0.1 0.087
H -16.28891 6.45927 -13.53358 0.0 -1.1 1.5 0.075
H -14.04460 6.04768 -13.50955 0.0 0.1 0.4 0.127
H -13.66869 7.82256 -13.77223 0.2 -0.4 0.1 0.127
H -13.00884 7.01558 -16.17604 0.5 -0.1 0.3 0.107
H -12.94370 5.37957 -15.55671 -0.7 -0.7 -0.2 0.108
H -11.33843 6.16170 -13.80145 -1.1 1.0 -0.7 0.125
H -10.30906 6.03787 -16.35936 1.1 0.8 -2.5 0.104
H -10.87894 4.74914 -15.40771 0.2 -1.6 -0.3 0.113
H -8.83959 6.80790 -14.59341 0.5 1.6 -1.0 0.125
H -8.57096 5.12974 -14.64735 1.0 -0.6 -1.7 0.124
H -7.88461 6.79167 -12.40586 -0.1 -0.3 -0.6 0.106
H -7.62324 5.02877 -12.57062 0.2 -0.5 -0.4 0.088
H -8.73338 5.73850 -11.36945 -0.2 -0.5 0.2 0.089
C -22.92792 7.34122 -8.88254 -0.6 -0.2 -1.0 -0.107
O -22.24844 6.61870 -9.91121 -0.2 -1.1 0.1 -0.202
C -21.60123 7.34942 -10.97047 -0.5 -0.2 2.0 -0.176
C -20.27086 7.84580 -10.43640 -0.2 0.5 -0.8 -0.213
N -19.84232 9.02634 -11.12930 1.3 0.6 0.4 -0.051
C -20.63399 10.19273 -10.82233 -1.6 0.0 -0.5 -0.207
C -19.88544 11.51289 -10.99311 5.4 -7.5 0.2 -0.383
O -20.34055 12.64649 -10.78449 -5.4 8.0 1.9 -0.124
C -20.87007 12.84331 -9.47299 0.1 -0.1 -0.3 -0.055
H -23.81755 7.82898 -9.27207 -0.3 0.2 -0.5 0.074
H -22.36799 8.15375 -8.42852 0.6 -0.2 0.3 0.071
H -23.35637 6.62943 -8.15326 0.9 0.2 -0.2 0.094
H -22.30455 8.10794 -11.25689 0.0 1.0 -0.3 0.107
H -21.41787 6.75181 -11.85983 -0.3 -0.6 0.3 0.095
H -19.54529 7.04902 -10.49573 0.4 -0.3 -0.3 0.109
H -20.30830 8.08236 -9.39148 -0.4 0.1 0.7 0.104
H -19.70062 8.88152 -12.12662 0.1 0.2 0.2 0.073
H -21.11192 10.10424 -9.84505 0.4 -0.1 0.4 0.111
H -21.49484 10.18240 -11.49198 -0.5 0.5 -0.3 0.113
H -19.54292 11.49242 -11.99491 0.9 -0.2 -1.2 0.110
H -18.99875 11.45147 -10.29228 0.2 -1.0 -0.7 0.141
H -20.81393 13.89769 -9.25739 -0.1 0.3 0.0 0.085
H -20.27110 12.30197 -8.73177 0.1 0.0 -0.1 0.094
H -21.90544 12.50192 -9.40105 0.0 0.0 0.0 0.092
C -12.24970 8.66747 -7.19952 -0.2 -1.2 -1.4 -0.128
O -12.13015 9.67986 -8.17179 -0.1 0.2 0.2 -0.198
C -13.24196 9.84756 -9.05863 0.9 0.9 0.8 -0.202
C -12.95469 11.08086 -9.95470 -1.0 -0.4 0.3 -0.202
N -14.08267 11.37744 -10.85105 0.3 -1.7 -0.1 -0.043
C -13.98205 10.49657 -12.09948 -1.5 2.3 2.1 -0.157
C -15.15193 10.91505 -12.94824 0.4 -9.9 2.1 -0.440
O -15.29178 12.11521 -13.16337 -0.6 9.4 -2.2 -0.072
C -16.15174 12.39842 -14.23963 -0.5 -1.5 0.6 -0.029
H -12.39285 7.65820 -7.65653 -0.1 0.5 -0.1 0.092
H -13.05873 8.77947 -6.50086 -0.6 0.5 0.4 0.075
H -11.32477 8.57973 -6.67468 0.7 0.3 0.4 0.073
H -14.16048 10.00408 -8.46369 0.1 0.0 -0.3 0.126
H -13.33584 8.95204 -9.64328 -0.3 -0.6 -0.5 0.105
H -12.13067 10.90184 -10.62307 0.7 -0.3 0.1 0.103
H -12.68130 11.93843 -9.33532 -0.2 0.0 0.1 0.114
H -14.97113 11.15518 -10.36328 0.6 0.3 -0.5 0.112
H -14.11953 9.42938 -11.96100 0.3 -0.4 0.4 0.101
H -13.04007 10.72117 -12.54455 0.7 0.1 -0.5 0.113
H -16.05000 10.41991 -12.45744 0.1 0.4 -0.1 0.149
H -14.99360 10.26561 -13.79358 -0.2 -0.2 -1.5 0.097
H -16.34218 13.41172 -14.38374 -0.3 1.8 0.5 0.080
H -17.05308 11.80640 -14.10964 -0.6 0.3 0.3 0.069
H -15.80607 12.06454 -15.17741 1.2 -0.7 -1.2 0.075
C -17.62176 5.26075 -18.92793 -0.4 0.3 -1.4 -0.084
C -17.41262 5.79263 -17.57866 2.6 1.6 -0.9 -0.351
O -18.21669 5.10652 -16.69279 -0.2 -0.7 0.9 -0.062
H -18.67324 5.32007 -19.12127 -0.8 -0.2 -0.2 0.084
H -17.30104 4.25900 -19.04655 0.3 -1.2 -0.1 0.070
H -17.17368 5.84567 -19.71577 0.5 0.3 -0.1 0.084
H -17.64225 6.86381 -17.67326 -0.3 -0.2 0.9 0.119
H -16.32409 5.73761 -17.29806 -0.9 0.1 0.1 0.133
H -17.81542 4.23485 -16.63563 -0.3 -0.2 0.4 0.128
C -14.80204 10.12744 -18.11866 1.3 2.0 -1.1 -0.090
C -14.48479 8.90701 -17.44618 -0.7 -2.1 1.3 -0.364
O -14.26049 9.21028 -16.09978 0.1 0.1 1.2 -0.090
H -13.97485 10.83708 -18.11992 0.3 -0.1 -0.2 0.095
H -15.52751 10.60896 -17.55620 -1.8 0.9 1.0 0.046
H -15.16620 9.99330 -19.10059 -0.3 -0.2 -1.2 0.073
H -13.63743 8.37473 -17.81244 0.8 -0.4 -0.8 0.101
H -15.35774 8.23424 -17.55870 0.2 -0.1 0.2 0.115
H -14.43251 8.39955 -15.56633 -0.2 0.8 -0.8 0.019
C -18.13149 9.64266 -15.80852 1.0 -0.4 -1.3 -0.098
C -19.02629 9.89448 -14.72169 -2.5 -0.6 1.8 -0.293
O -18.87942 8.76862 -13.83727 -0.1 1.3 1.0 -0.118
H -18.29557 8.68714 -16.26359 -0.1 -0.7 -0.2 0.067
H -17.12407 9.71410 -15.46212 0.9 -0.1 0.1 0.064
H -18.26066 10.35207 -16.55469 -0.1 1.5 -1.7 0.071
H -20.11789 10.03570 -14.97959 1.0 -0.3 -0.1 0.140
H -18.76896 10.82055 -14.22122 0.1 -0.1 0.6 0.084
H -19.17573 7.98613 -14.31234 -0.2 -0.5 -0.6 0.016
C -19.28118 5.25914 -13.30258 1.4 -0.5 1.1 -0.091
C -20.24341 5.67618 -14.29807 -1.0 0.0 -2.7 -0.311
O -19.68083 6.60951 -15.20944 0.2 1.0 -0.3 -0.124
H -19.77969 4.66801 -12.54818 0.0 0.0 0.6 0.086
H -18.77624 6.14896 -12.88577 -0.3 -0.4 0.2 0.086
H -18.52742 4.61838 -13.73422 0.5 -0.2 -0.2 0.073
H -21.06588 6.15356 -13.79222 -0.6 0.2 -0.3 0.096
H -20.59876 4.88421 -15.00209 -0.2 0.0 1.2 0.136
H -19.07406 6.12578 -15.81791 -0.6 0.1 0.7 0.033
```
Positions in Å, forces in eV/Å.

A 14-piece molecular cluster, C46H98Cl26NO2PS overall in a non-equilibrium geometry. Source: the Open Molecules 2025 dataset; level of theory: ωB97M-V/def2-TZVPD.

Calculated values
Net charge   0
Total energy   -14721.24477 hartree
E_LUMO   0.133 eV
Frontier orbital gap   7.3 eV

```
175
Properties=species:S:1:pos:R:3:forces:R:3:lowdin_charge:R:1
C 3.50801 -3.39686 -3.79999 0.2 0.4 -0.3 -0.129
N 2.42064 -2.47926 -3.43734 0.3 -0.5 0.1 -0.155
C 2.74853 -1.49007 -2.40242 -0.4 -0.1 -0.1 -0.341
P 3.33703 0.23876 -3.06053 -0.4 -1.4 -0.1 0.684
C 2.10849 0.17613 -4.42320 -0.1 1.0 -0.3 -0.235
S 3.96321 2.43008 -3.74222 0.3 0.7 -0.1 0.402
C 5.03822 -0.34814 -3.44788 0.7 0.5 -0.1 -0.336
C 5.85568 -0.90946 -2.27352 0.2 -0.4 -0.3 -0.225
C 7.35591 -1.08727 -2.61837 -0.3 -0.1 0.3 -0.201
C 7.61346 -1.74413 -3.97201 0.0 -0.3 -0.2 -0.227
C 9.08898 -1.83017 -4.38692 0.2 0.1 -0.2 -0.207
C 9.90854 -0.55309 -4.14771 0.2 0.1 0.0 -0.214
C 9.25951 0.72352 -4.70068 -0.1 0.0 0.1 -0.172
C 9.85410 2.02565 -4.12949 -0.2 -0.1 -0.2 -0.221
O 10.08542 1.92120 -2.72867 0.1 -0.1 -0.1 -0.216
C 11.38845 2.28306 -2.31776 -0.1 0.0 0.0 -0.117
C 2.89326 1.03222 -1.47789 0.2 0.3 0.5 -0.368
C 1.42897 1.54108 -1.40524 0.0 -0.5 0.4 -0.242
C 1.25451 3.04865 -1.20172 0.1 0.4 0.0 -0.216
C 1.03231 3.91387 -2.45034 -0.3 0.4 0.0 -0.213
C 0.02360 3.31005 -3.44074 0.2 -0.2 -0.3 -0.212
C -0.93145 4.34173 -4.02340 0.2 0.3 -0.3 -0.212
C -1.74184 3.84250 -5.21392 -0.4 0.4 0.1 -0.238
O -0.91753 3.31865 -6.24538 -0.2 -0.2 0.1 -0.188
C -0.97735 1.92101 -6.45582 0.6 -0.2 -0.1 -0.129
H 4.00216 -3.07977 -4.73231 -0.1 -0.1 0.2 0.066
H 3.12094 -4.40615 -3.97794 0.0 0.2 0.1 0.076
H 4.29703 -3.44431 -3.03227 -0.2 -0.1 0.0 0.065
H 1.64440 -3.04842 -3.13094 0.0 0.2 0.1 0.000
H 3.43875 -1.92955 -1.66213 0.0 0.3 0.0 0.067
H 1.81386 -1.27746 -1.85883 0.1 0.0 -0.1 0.057
H 2.49938 -0.43082 -5.24460 -0.1 -0.1 0.3 0.058
H 1.14527 -0.20436 -4.07112 0.3 -0.2 -0.1 0.053
H 1.96438 1.19750 -4.79564 0.0 -0.4 0.1 -0.011
H 4.17086 2.23048 -5.05310 0.0 -0.1 0.0 -0.216
H 5.59602 0.51348 -3.83181 -0.2 -0.2 0.0 0.029
H 4.97309 -1.06302 -4.27807 -0.3 0.0 0.3 0.076
H 5.48686 -1.90455 -1.99654 -0.1 0.3 0.2 0.080
H 5.78523 -0.23485 -1.41046 -0.1 -0.2 -0.1 0.115
H 7.75686 -1.76765 -1.85044 0.1 0.3 -0.1 0.120
H 7.86736 -0.12277 -2.50606 0.0 -0.2 -0.2 0.105
H 7.06104 -1.25885 -4.78701 0.0 0.1 0.3 0.098
H 7.22555 -2.77532 -3.91715 0.0 0.2 -0.1 0.117
H 9.13315 -2.05806 -5.46392 -0.1 -0.1 0.3 0.109
H 9.57590 -2.66618 -3.86383 -0.1 0.2 -0.1 0.108
H 10.89402 -0.66865 -4.62818 -0.2 0.0 0.1 0.114
H 10.11890 -0.43982 -3.07619 -0.2 0.1 -0.2 0.105
H 8.17562 0.73030 -4.52103 0.3 -0.1 0.0 0.095
H 9.38617 0.74126 -5.79379 -0.1 0.1 0.2 0.120
H 10.78431 2.26887 -4.66686 -0.1 0.0 0.2 0.116
H 9.13204 2.84000 -4.29222 0.3 -0.1 -0.1 0.123
H 12.15289 1.81520 -2.95788 -0.1 0.2 0.1 0.087
H 11.51544 3.37687 -2.32329 0.1 -0.2 0.0 0.087
H 11.53159 1.91157 -1.29663 -0.1 0.1 -0.2 0.087
H 3.57691 1.86054 -1.25769 0.0 -0.2 -0.2 0.056
H 3.02926 0.28627 -0.67948 0.1 0.2 -0.4 0.020
H 1.01745 1.05049 -0.51322 -0.1 0.0 -0.2 0.062
H 0.83086 1.17430 -2.24948 0.1 0.2 0.2 0.085
H 2.12232 3.43767 -0.64868 -0.2 -0.1 0.0 0.099
H 0.38480 3.21683 -0.54641 0.1 -0.2 -0.1 0.093
H 1.97311 4.16911 -2.95549 -0.3 -0.3 0.1 0.058
H 0.61596 4.87279 -2.09774 0.1 -0.2 0.0 0.097
H 0.56688 2.83315 -4.27330 -0.2 0.0 0.3 0.093
H -0.57090 2.52214 -2.94833 0.1 0.2 -0.1 0.105
H -1.61609 4.68494 -3.23794 0.1 0.0 -0.3 0.028
H -0.38001 5.22933 -4.37439 0.1 -0.2 0.2 0.124
H -2.51647 3.12250 -4.90479 0.3 -0.1 -0.1 0.093
H -2.27899 4.70738 -5.63709 0.1 -0.2 0.0 0.121
H -1.39035 1.68606 -7.44861 -0.1 0.1 0.3 0.068
H -1.54791 1.39001 -5.68307 0.0 0.2 -0.1 0.073
H 0.05035 1.51643 -6.43954 -0.3 0.1 0.0 0.076
Cl -1.89442 7.03029 -1.13802 0.0 0.0 0.0 0.551
C -2.88942 6.16652 0.06603 0.0 0.0 0.1 -0.649
C -2.55094 4.70143 0.13713 0.1 0.0 0.0 -0.665
Cl -3.02151 3.83651 -1.35115 -0.2 -0.1 0.2 0.598
H -3.93347 6.31864 -0.19801 0.0 0.0 0.0 0.068
H -2.69735 6.62963 1.03292 0.0 0.0 0.0 0.074
H -3.08576 4.23781 0.96074 0.0 0.0 0.0 -0.015
H -1.48336 4.54704 0.28265 0.0 0.0 -0.1 0.056
Cl -4.79070 1.36489 -6.07524 0.0 0.0 0.0 0.559
C -5.04671 0.75145 -7.72859 0.0 0.1 -0.1 -0.658
C -4.76409 -0.72476 -7.84296 -0.1 0.0 0.0 -0.664
Cl -3.03212 -1.09949 -7.65549 0.0 0.0 0.0 0.548
H -4.41376 1.32902 -8.39841 0.0 0.0 0.0 0.069
H -6.08955 0.94130 -7.97881 0.0 0.0 0.0 0.071
H -5.05852 -1.07437 -8.83152 0.0 0.0 0.0 0.071
H -5.31044 -1.29113 -7.09249 0.0 0.0 0.0 0.066
Cl 5.22749 4.76483 4.89943 0.0 0.0 0.0 0.531
C 6.59441 4.76302 3.75350 0.0 0.0 -0.1 -0.665
C 6.49726 3.61409 2.77846 0.1 0.1 -0.1 -0.665
Cl 6.74940 2.03672 3.57206 0.0 0.0 0.0 0.525
H 7.51660 4.72266 4.32787 0.0 0.0 0.0 0.066
H 6.55828 5.70541 3.20909 0.0 0.0 0.0 0.072
H 7.26693 3.70990 2.01052 0.0 0.0 0.1 0.074
H 5.52302 3.59036 2.29605 0.0 0.0 0.0 0.060
Cl 2.19765 1.93390 2.15051 0.0 0.0 0.0 0.596
C 0.98328 0.73748 2.66604 0.0 0.0 0.1 -0.679
C 1.52599 -0.66656 2.66164 -0.2 -0.1 0.1 -0.633
Cl 1.82008 -1.26831 1.00851 0.0 -0.1 0.1 0.618
H 0.11897 0.82967 2.01101 0.1 0.0 0.0 0.042
H 0.68236 1.00510 3.67818 0.0 0.0 0.0 0.062
H 0.78089 -1.32818 3.10669 0.0 0.0 0.0 0.038
H 2.45498 -0.74858 3.22004 0.0 0.1 -0.1 0.073
Cl -5.14322 2.68706 1.82714 0.0 -0.1 0.0 0.567
C -4.40359 1.36492 2.78249 0.0 -0.1 0.0 -0.657
C -3.46238 1.89781 3.83286 -0.2 -0.1 -0.1 -0.656
Cl -1.97864 2.60630 3.13091 -0.1 0.0 0.0 0.602
H -3.90653 0.68656 2.09198 0.0 0.1 -0.1 0.070
H -5.22991 0.83417 3.25450 0.2 0.1 0.0 -0.017
H -3.14483 1.08909 4.48908 0.0 0.0 0.0 0.063
H -3.96241 2.66211 4.42032 0.2 0.0 0.0 -0.014
Cl -0.67100 -3.81579 -2.53071 -0.1 0.1 0.0 0.594
C -1.20317 -4.89317 -1.21342 -0.1 0.0 0.0 -0.678
C -0.04472 -5.56363 -0.52575 0.1 0.0 0.2 -0.679
Cl 0.78564 -6.73594 -1.58804 0.0 0.1 -0.1 0.569
H -1.88668 -5.61765 -1.65074 0.1 0.0 0.0 0.053
H -1.75256 -4.28648 -0.49488 0.1 0.0 0.0 0.070
H -0.40464 -6.12187 0.33425 0.0 0.0 0.0 -0.006
H 0.69433 -4.84049 -0.18806 0.0 0.0 -0.1 0.067
Cl -0.46510 -11.26294 -0.65979 0.0 0.0 0.0 0.527
C 0.32567 -10.36291 -1.98321 0.0 0.1 0.0 -0.685
C 1.15831 -11.25923 -2.86282 0.0 0.0 -0.1 -0.665
Cl 2.59796 -11.88585 -2.01797 0.0 0.0 0.0 0.534
H 0.92394 -9.57447 -1.53590 0.0 0.0 0.0 0.020
H -0.46675 -9.90477 -2.57315 0.0 0.0 0.0 0.071
H 1.51365 -10.69186 -3.72180 0.0 0.0 0.0 0.073
H 0.58435 -12.11224 -3.21692 0.0 0.0 0.0 0.066
Cl -2.30313 -2.08033 3.78461 0.0 0.1 -0.1 0.550
C -1.79917 -3.33630 4.94538 0.0 0.0 0.2 -0.649
C -0.58131 -4.09269 4.47872 0.0 0.0 0.0 -0.636
Cl -0.94307 -5.08996 3.04597 0.0 0.0 0.0 0.592
H -2.64504 -4.00481 5.08978 0.0 0.0 -0.1 0.066
H -1.57837 -2.83694 5.88777 0.0 0.0 0.0 0.076
H -0.24699 -4.76525 5.26736 0.0 0.0 0.0 0.078
H 0.23648 -3.42443 4.21841 0.0 0.0 0.0 0.055
Cl -7.62582 5.48918 7.13325 0.0 0.0 0.0 0.541
C -7.45970 4.42103 5.71398 0.0 0.0 -0.1 -0.650
C -6.83788 3.09821 6.07258 0.0 -0.1 -0.1 -0.667
Cl -5.11958 3.26457 6.53065 -0.1 0.1 0.2 0.597
H -6.86915 4.94810 4.96819 0.0 0.0 0.0 0.071
H -8.46057 4.25117 5.31923 0.0 0.0 0.0 0.070
H -6.86906 2.43298 5.21099 0.0 0.0 0.0 0.030
H -7.36463 2.62146 6.89468 0.1 0.1 0.0 -0.015
Cl -5.28518 -5.48818 2.75155 0.0 0.0 0.0 0.533
C -5.00171 -7.24214 2.58886 0.0 0.0 0.0 -0.657
C -3.54036 -7.55834 2.40618 0.1 -0.1 0.1 -0.651
Cl -2.92292 -6.99520 0.83023 -0.1 0.0 0.0 0.591
H -5.59535 -7.60066 1.75148 0.0 0.0 0.0 0.068
H -5.36143 -7.71121 3.50342 0.0 0.0 0.0 0.073
H -3.38631 -8.63599 2.43780 0.0 0.0 0.0 0.078
H -2.93415 -7.09378 3.17998 0.0 0.1 0.0 0.027
Cl -9.10648 1.00993 4.22256 0.0 0.0 0.0 0.564
C -9.01175 -0.03251 2.77886 0.0 0.0 -0.1 -0.637
C -8.37206 -1.36317 3.08028 -0.1 -0.1 -0.1 -0.637
Cl -6.63172 -1.21395 3.45042 -0.1 -0.2 0.1 0.583
H -8.46177 0.50790 2.01136 0.0 0.0 0.0 0.070
H -10.03276 -0.19052 2.43479 0.0 0.0 0.0 0.076
H -8.45179 -2.00953 2.20761 0.0 0.0 0.0 0.076
H -8.84817 -1.85329 3.92603 0.0 0.0 0.0 0.068
Cl -12.22157 1.12396 6.42971 0.0 0.0 0.0 0.533
C -11.54824 -0.08957 7.54702 0.0 -0.1 0.0 -0.663
C -10.66262 0.53253 8.59609 0.0 0.0 0.1 -0.645
Cl -9.15276 1.17909 7.90052 -0.1 -0.1 0.1 0.577
H -11.00353 -0.82178 6.95520 0.0 0.0 0.0 0.064
H -12.39119 -0.58102 8.03064 0.0 0.0 0.0 0.073
H -10.37651 -0.22061 9.32866 0.0 0.0 0.0 0.073
H -11.16742 1.34796 9.10832 0.0 0.0 -0.1 0.070
Cl -2.66946 6.13806 7.04775 0.0 0.0 0.0 0.529
C -2.80746 5.47864 8.69669 -0.1 0.0 0.1 -0.674
C -1.47233 5.40011 9.39212 0.0 0.0 0.1 -0.666
Cl -0.40550 4.17549 8.65660 0.0 0.0 0.0 0.533
H -3.27845 4.50098 8.62433 0.0 0.0 0.0 0.040
H -3.46803 6.14372 9.25149 0.0 0.0 0.0 0.074
H -1.61977 5.11281 10.43220 0.0 0.0 0.0 0.071
H -0.95248 6.35459 9.35958 0.0 0.0 0.0 0.067
```
Positions in Å, forces in eV/Å.

A 2-piece molecular cluster, H2N3O2 overall in a non-equilibrium geometry. Source: the Open Molecules 2025 dataset; level of theory: ωB97M-V/def2-TZVPD.

Calculated values
Net charge   -1
Total energy   -315.76762 hartree
Relative energy (zero: lowest compared OMol25 entry of this formula, charge and spin)   3.8461 eV
E_LUMO (spin up / spin down)   4.089 / 4.929 eV
Frontier orbital gap (spin up / spin down)   8.2 / 9.1 eV

```
7
Properties=species:S:1:pos:R:3:forces:R:3:lowdin_charge:R:1
N 0.63921 -1.07298 0.12609 -1.7 -0.1 0.4 0.127
N -1.75406 -0.23291 0.34354 -0.6 -0.9 0.5 0.029
N 1.15181 0.05578 -0.01599 1.5 -1.1 -0.4 -0.725
O 2.35570 -0.04695 -0.41802 0.8 0.5 -0.2 -0.150
O 0.64262 1.16293 0.19183 -0.6 1.1 0.3 -0.126
H -1.78435 -0.50930 -0.63602 0.2 0.2 -0.1 -0.065
H -1.25092 0.64342 0.40857 0.4 0.2 -0.4 -0.090
```
Positions in Å, forces in eV/Å.